1.
{
  "formula": "C5H15N2O",
  "method": "wB97M-V/def2-TZVPD",
  "homo_lumo_gap_ev": [8.6, 5.0],
  "spin_multiplicity": 2,
  "molar_mass_g_mol": 119.188,
  "charge": 2,
  "energy_ev": -10437.420,
  "symbols": ["H", "H", "C", "C", "H", "C", "N", "H", "H", "H", "H", "C", "H", "H", "N", "H", "H", "H", "H", "C", "O", "H", "H"],
  "coordinates": [[-0.426064, 1.272214, -2.451304], [4.301217, 0.400148, 4.857116], [-0.785324, -0.092727, 0.036099], [-1.101667, -0.643356, 1.285492], [0.155286, 0.391186, 2.402923], [0.268336, 0.968617, -0.021482], [-0.330056, 0.497689, -3.110808], [-2.453951, -1.081168, -0.908940], [-0.685793, 0.951425, -3.963220], [4.314954, -1.056912, 4.520982], [-2.452426, 0.613311, -1.207065], [-1.779900, -0.260575, -1.116093], [-1.836606, -1.441171, 1.324351], [-0.402978, -1.429421, -2.244983], [-0.548851, -0.340037, 2.460097], [-0.016138, 1.883745, -0.533850], [-1.809005, -1.058357, -3.171795], [1.194902, 0.604635, -0.511176], [0.710911, 1.371748, 0.906204], [-1.120415, -0.605127, -2.438826], [4.288851, -0.200257, 4.094685], [0.666871, 0.330833, -3.257602], [-0.152156, -1.076434, 3.049184]],
  "forces_ev_per_angstrom": [[0.638, 0.271, -0.023], [0.106, -0.014, -0.381], [-0.972, 2.291, 0.419], [-0.375, -1.204, 0.915], [-0.174, 0.311, 0.262], [1.326, 0.035, -0.173], [-0.521, 1.516, 0.684], [-0.126, -0.306, 0.119], [-0.332, -0.864, -0.239], [0.146, -0.419, -0.017], [0.411, -0.005, 0.235], [0.569, 0.236, 0.164], [0.072, -0.166, -0.020], [-0.210, 0.551, -0.225], [1.791, -0.016, -1.676], [-0.409, -0.007, -0.304], [0.054, 0.611, 0.342], [-0.387, -0.072, -0.120], [-0.588, -0.523, 0.021], [0.588, -2.194, -0.954], [-0.336, 0.428, 0.380], [-0.017, -0.299, 0.046], [-1.252, -0.162, 0.545]],
  "nbo_charge": [0.44, 0.48, 0.21, 0.13, 0.41, -0.74, -0.68, 0.28, 0.47, 0.47, 0.28, -0.50, 0.25, 0.25, -0.56, 0.25, 0.28, 0.28, 0.27, -0.24, -0.95, 0.46, 0.46]
}

***

2.
{
  "formula": "C5H15N2O2",
  "method": "wB97M-V/def2-TZVPD",
  "homo_lumo_gap_ev": 10.8,
  "spin_multiplicity": 1,
  "molar_mass_g_mol": 135.187,
  "charge": 1,
  "energy_ev": -12497.186,
  "symbols": ["H", "O", "H", "O", "H", "H", "C", "C", "H", "H", "H", "C", "H", "H", "C", "H", "H", "C", "N", "H", "H", "H", "N", "H"],
  "coordinates": [[2.261735, -0.396627, -1.485873], [-0.942847, -2.226433, 1.797209], [1.623457, -1.806819, 1.464577], [0.178560, 2.208207, 0.049457], [-0.286000, -0.745540, 0.321167], [1.213473, 1.132200, 1.300010], [0.451723, -0.136872, -0.235969], [1.518897, -0.858969, 1.968306], [0.751600, -0.337187, -2.381971], [2.411260, -0.547641, 2.538735], [-1.819869, -2.564593, 1.559435], [-0.284380, 1.233458, -0.517617], [0.567062, -0.938847, 2.456417], [-3.019871, 0.195699, -2.172367], [1.216356, -0.680551, -1.420451], [-1.364350, -0.037176, -2.759837], [-1.949565, 2.184114, -1.284668], [-1.972054, 0.110884, -1.861006], [-1.479397, 1.302765, -1.158220], [-1.954532, -0.772538, -1.222069], [2.346592, 0.350159, 0.439622], [-0.898398, -2.362213, 2.755000], [1.431015, 0.219094, 0.862938], [1.188329, -1.779199, -1.448435]],
  "forces_ev_per_angstrom": [[0.094, 0.326, 0.297], [-0.611, -0.253, 0.165], [0.528, -0.264, -0.078], [0.353, 0.451, -0.053], [0.427, -0.334, -0.978], [-0.385, -0.091, -0.610], [-0.756, 1.749, 0.824], [1.064, 1.086, -1.359], [0.419, -0.318, 0.893], [-0.747, -0.586, 0.192], [0.236, 0.031, 0.037], [-0.702, 0.810, 0.921], [0.039, 0.718, 0.527], [0.327, 0.405, 0.140], [-1.046, -1.025, -1.484], [-0.304, -0.309, 0.091], [0.324, 0.180, 0.168], [-0.273, 0.248, -0.471], [0.691, -2.111, -0.192], [0.262, 0.050, 0.004], [0.104, -0.054, 0.077], [-0.090, -0.102, -0.182], [0.006, -0.897, 1.030], [0.044, 0.291, 0.038]],
  "nbo_charge": [0.23, -0.97, 0.23, -0.63, 0.28, 0.47, -0.16, -0.40, 0.25, 0.23, 0.50, 0.67, 0.24, 0.24, -0.65, 0.20, 0.43, -0.43, -0.59, 0.20, 0.43, 0.49, -0.50, 0.25]
}

***

3.
{
  "formula": "C5H15N2O2",
  "method": "wB97M-V/def2-TZVPD",
  "homo_lumo_gap_ev": 11.3,
  "spin_multiplicity": 1,
  "molar_mass_g_mol": 135.187,
  "charge": 1,
  "energy_ev": -12496.357,
  "symbols": ["C", "C", "H", "H", "H", "H", "H", "H", "H", "N", "H", "C", "H", "H", "C", "H", "C", "O", "O", "H", "N", "H", "H", "H"],
  "coordinates": [[0.717615, -0.483630, -0.290004], [-1.511248, -1.487698, -0.644773], [0.998554, 1.489001, 1.590158], [-0.012518, -2.918936, 1.345635], [1.156005, 1.303001, -1.432139], [2.403302, 1.475088, 0.835763], [0.123787, -1.881186, -1.850534], [-2.018234, -2.915768, -1.976520], [1.970699, 3.567559, -0.345019], [-2.070534, -0.628405, 0.223896], [1.748137, 3.796820, 1.293880], [0.654052, 0.996158, -0.430804], [-1.499538, -3.058585, 0.937950], [0.283799, 3.550479, 0.192664], [1.362415, 3.278463, 0.468172], [-1.721346, 0.290250, 0.507786], [1.397457, 1.708354, 0.706995], [-0.609053, -3.248004, 0.649742], [-2.268354, -2.349538, -1.201865], [1.786527, -0.822581, -0.440432], [-0.233118, -1.301283, -1.041181], [-0.336383, 1.499924, -0.413937], [0.621474, -0.969428, 0.730702], [-2.943499, -0.890055, 0.583866]],
  "forces_ev_per_angstrom": [[1.041, -2.450, 1.616], [3.389, 2.804, -1.387], [-2.170, -0.848, 3.746], [-0.452, -0.423, -0.173], [-1.001, -0.533, 1.507], [1.956, -0.908, -0.338], [-0.756, 0.946, 1.567], [0.456, 0.839, 1.176], [0.660, 0.057, -1.154], [0.853, -0.418, -0.250], [0.046, 0.769, 1.365], [1.022, 1.905, -0.884], [-0.228, -0.413, 0.685], [1.499, 0.061, 0.697], [-2.529, -2.111, -0.627], [0.309, -0.903, -0.398], [0.439, 2.999, -3.832], [0.711, -0.343, 0.647], [-1.911, -1.379, -0.818], [-1.240, 0.262, -0.742], [-0.619, -0.492, -2.136], [0.192, -0.807, -0.328], [-0.237, 1.574, -0.331], [-1.430, -0.189, 0.393]],
  "nbo_charge": [-0.25, 0.85, 0.19, 0.49, 0.23, 0.21, 0.43, 0.56, 0.21, -0.79, 0.22, -0.43, 0.47, 0.19, -0.59, 0.45, -0.39, -0.93, -0.64, 0.25, -0.56, 0.20, 0.20, 0.42]
}